[1]
Here is a molecular structure, C26H37ClN7O8PS2Se2Tl from the Open Molecules 2025 dataset. Energies are from wB97M-V/def2-TZVPD.

Last column: Mulliken charge in e.
Positions of all 85 atoms, in Å:
1 H -1.82930 -0.72676 -6.93419  0.27
2 H -1.62801 -2.56740 -3.98518  0.21
3 H 0.92224 -7.58605 -1.22273  0.38
4 C -0.70907 1.04340 -3.90428  0.62
5 H -1.82573 4.65335 1.94828  0.56
6 H 0.61351 -3.32662 2.61152  0.07
7 N 1.52535 -2.34898 4.22367  0.16
8 O 3.18707 -1.94029 -1.17044  -0.74
9 N -1.64042 -1.39116 -6.20401  -0.44
10 H -1.74548 -0.62673 3.23763  0.19
11 Tl 0.25317 1.19541 -0.66073  1.30
12 H 3.40609 5.97211 -1.43510  0.38
13 H 3.23041 3.63360 -5.02407  0.42
14 N -0.62501 -1.37796 4.84759  0.12
15 H 2.81120 1.51580 0.01810  0.59
16 O -4.31015 5.29263 0.86163  -0.57
17 H 0.67972 -2.38096 6.13074  0.36
18 H -0.86410 0.69543 5.04642  0.39
19 N -0.96396 0.43961 -5.03313  -0.80
20 H -0.06343 0.79813 2.38694  -0.47
21 S 1.74003 -1.96865 -1.10610  1.01
22 C 3.34329 4.94880 -3.32310  -0.38
23 C 2.40031 -4.55400 -1.46063  -0.74
24 C -1.05205 -1.43348 3.47428  -0.71
25 H -3.67544 1.53412 -1.35293  0.35
26 C 2.33419 -1.16117 4.50687  -0.70
27 P 1.43429 0.44842 4.26531  -0.32
28 O -1.44283 -2.28419 -1.27810  -0.61
29 N -0.50293 1.66398 -2.94596  -0.56
30 Se 0.14484 3.42036 1.08586  -0.38
31 C 1.04637 -6.51049 -1.19306  -0.61
32 H 3.21591 -1.17315 3.86250  0.40
33 C -2.72054 1.91146 1.21054  -1.71
34 C 2.95887 3.89536 -1.20084  -0.23
35 H -0.97404 -1.32757 -3.02386  0.00
36 C -2.83223 3.31046 0.58300  2.89
37 C 2.86274 2.60264 -3.19436  0.87
38 S -1.41878 -3.43466 -0.39270  1.24
39 N 0.11305 -1.30322 2.53539  1.22
40 H -3.51627 5.77417 1.11679  0.37
41 O 1.07688 -1.39431 -2.26919  -0.44
42 H -0.99323 -6.12732 -0.62352  0.54
43 H -1.57656 5.03705 0.24492  0.46
44 H 3.56499 5.82913 -3.91305  0.37
45 C 0.09943 -4.31743 -0.79862  -0.23
46 H -0.24337 -1.52568 1.57956  -0.15
47 H -3.24185 4.29795 -1.26802  0.62
48 C -4.11024 3.92208 1.18526  -1.29
49 H 0.13271 -0.05893 6.28222  0.41
50 O -2.47389 -4.39679 -0.62880  -0.82
51 H -3.72327 1.54208 1.44562  0.48
52 H 3.34687 -4.08465 -1.68663  0.54
53 H 3.10906 -6.54611 -1.79135  0.39
54 H 1.95184 -2.24724 2.16727  0.30
55 Cl 2.69779 1.08719 -4.03274  -0.18
56 H -0.12886 -3.39533 4.91653  0.33
57 O -1.29018 -3.07284 1.02563  -0.73
58 H -2.02791 3.02569 -1.40924  0.21
59 C 0.35642 -2.43278 5.08993  -0.84
60 H -4.97722 3.39137 0.79094  0.48
61 H -4.08555 3.79012 2.27626  0.41
62 Se -2.04143 0.37854 0.17219  -0.38
63 C -0.02504 -5.70210 -0.84749  -0.78
64 O 1.23527 -1.40785 0.15510  -0.30
65 H 2.87086 3.96816 -0.12565  0.32
66 C 3.25438 5.02678 -1.94050  -0.88
67 H -2.18486 -2.23500 -6.20891  0.22
68 C -0.09136 -0.05902 5.21277  -0.73
69 C 3.15260 3.72841 -3.94950  -0.75
70 O -4.02208 2.43786 -1.39049  -0.68
71 C -1.64704 4.21556 0.96049  -1.91
72 N -1.35876 -1.60121 -3.92528  -0.05
73 C 2.73923 2.65349 -1.80246  -0.28
74 C 2.26265 -5.93217 -1.50927  -0.60
75 C 1.11655 -2.39155 2.84765  -0.68
76 C -2.98033 3.28974 -0.94133  -1.15
77 H -1.51824 -2.39135 3.24697  0.24
78 H 2.75932 0.53740 -1.46374  0.65
79 H 2.68986 -1.21027 5.53937  0.42
80 C 1.33657 -3.73129 -1.10172  0.02
81 H -2.16420 1.98469 2.14608  0.45
82 C 0.70900 0.05893 2.61090  0.79
83 C -1.31038 -0.83529 -5.00218  0.65
84 C 2.41380 1.45266 -0.99414  -1.28
85 H 1.45688 0.11586 1.82061  0.41

The calculation puts the HOMO-LUMO gap at 7.27 eV. As for the energy: -233244.6608 eV. The HOMO energy is -5.0 eV. Its net charge is -1. As for the molecular weight: 1068.5 g/mol.

=====

[2]
Here is a molecular structure, C26H37F4N7S2Tc at a distorted geometry from the Open Molecules 2025 dataset. Energies are from wB97M-V/def2-TZVPD.

Last column: Mulliken spin population.
Positions of all 77 atoms, in Å:
1 H 3.36228 -5.42982 3.81932  0.00
2 H 1.22758 -3.87122 -2.13208  0.00
3 C -1.53742 -2.14052 -2.84538  -0.01
4 H -2.53162 3.96148 2.02042  0.00
5 C -3.95322 0.07078 1.65122  0.04
6 N -0.75002 1.22798 1.14932  0.06
7 C -1.86862 3.12048 2.19582  0.01
8 H -1.58202 -5.01932 -2.27308  0.00
9 C -2.10712 -1.44662 1.96642  -0.02
10 N -0.93252 -1.98592 1.70072  0.01
11 H 2.17158 4.06218 -0.57828  0.00
12 H 5.44688 0.96988 2.50232  0.00
13 H 2.55468 -0.39192 -2.64028  0.01
14 H -0.14762 -5.64282 -1.49938  0.00
15 H -2.15942 -2.98752 -2.55948  0.00
16 H 0.09108 3.63168 -1.77518  0.00
17 H -1.05322 3.42758 2.84652  0.00
18 C 0.76108 -1.45852 -2.98888  0.03
19 N -0.49452 -2.87382 2.56232  0.12
20 H -2.19912 1.92208 -1.03978  0.01
21 C 2.00188 -1.19582 -2.15408  0.02
22 C -1.29312 2.57308 0.90042  0.01
23 H -1.45962 -2.13172 -3.93688  0.00
24 C -4.54412 1.24778 1.14152  0.01
25 H 2.83298 -5.58952 2.12942  0.00
26 C 2.66038 -0.37732 -0.00008  0.05
27 C -0.56252 4.89118 0.37032  0.00
28 N -0.47542 3.45048 0.21112  0.04
29 F 6.11998 0.76188 -0.03588  0.00
30 S 1.32058 -3.45652 0.73462  0.08
31 H -1.56472 0.00348 -2.45308  0.00
32 H 0.03358 1.96918 -1.17168  -0.03
33 H 3.41388 -4.00982 2.75292  0.00
34 C 4.93038 0.46338 0.46312  -0.04
35 H 0.15448 1.02688 0.73432  0.00
36 H -3.09932 -0.67772 -2.96528  0.00
37 H -4.27032 2.94718 -0.11098  0.00
38 H 2.64578 -2.08282 -2.12568  0.00
39 Tc -0.07132 -1.72252 -0.16198  1.95
40 H -2.68892 -1.91972 2.75152  0.01
41 C 3.95888 0.00788 -0.42428  0.07
42 H -5.56262 1.47988 1.40722  0.00
43 H -2.70652 5.16748 0.08582  0.00
44 H 1.06308 -1.88452 -3.95268  0.00
45 H 2.03938 2.56358 0.33152  0.00
46 N -1.84432 0.52798 0.53212  0.13
47 C 1.81528 3.03828 -0.62138  0.00
48 N -0.18632 -2.33842 -2.27548  -0.09
49 C -0.70032 -4.73302 -1.70668  0.03
50 F 3.11308 0.38288 3.54782  0.00
51 N 1.64128 -0.83932 -0.79008  0.24
52 C -3.83962 2.05068 0.30522  0.06
53 H 0.35248 5.31318 -0.04488  0.00
54 F 1.26388 -0.56522 1.91952  0.02
55 C -2.64202 -0.27552 1.38962  0.01
56 H -4.54562 -0.57682 2.27662  0.00
57 C 0.31358 2.99488 -0.91398  0.02
58 C -2.44472 1.77048 0.01452  0.01
59 C 2.87598 -4.92592 2.98842  0.00
60 H -1.72232 6.59058 -0.23018  0.00
61 C 3.43138 0.26208 2.26352  -0.03
62 C -1.76662 5.51088 -0.33948  0.00
63 C -2.21622 -0.86452 -2.36098  0.04
64 S 1.20658 -4.53322 3.57562  0.00
65 H 0.16658 -3.99962 -3.53438  0.00
66 H -0.58882 5.14258 1.43062  0.00
67 H 0.26428 -0.50552 -3.18688  -0.01
68 H -1.02572 -4.31512 -0.75068  -0.01
69 F 4.33078 -0.03102 -1.71528  0.01
70 H 2.36528 2.52998 -1.40818  0.00
71 C 0.58418 -3.55372 2.30472  -0.01
72 H -1.76282 5.27708 -1.40158  0.00
73 C 0.19628 -3.75742 -2.46698  0.00
74 H -2.54772 -0.96162 -1.32558  -0.02
75 H -2.42962 2.34328 2.70902  0.00
76 C 4.69298 0.61448 1.81862  0.10
77 C 2.47338 -0.22502 1.39252  0.06

The calculation puts the HOMO-LUMO gap (alpha / beta) at 5.84 / 4.41 eV. As for the spin multiplicity: 4. As for the energy above the lowest of the compared OMol25 structures with the same formula, charge and spin: 4.957 eV. As for the energy: -72712.3530 eV. The HOMO energy (alpha / beta) is -13.2 / -13.0 eV. Its net charge is +2. As for the molecular weight: 685.8 g/mol.

=====

[3]
Here is 3 unconnected molecules or ions with the total composition C26H37F5O10P2 at a distorted geometry from the Open Molecules 2025 dataset. Energies are from wB97M-V/def2-TZVPD.

Last column: Mulliken charge in e.
Positions of all 80 atoms, in Å:
1 C 4.31412 -0.62278 -4.71645  -0.18
2 H -0.57748 3.17543 2.73139  0.53
3 H -7.90361 -1.50164 1.34727  0.21
4 C -2.16298 -5.14018 1.66550  -1.19
5 H 6.30466 -0.28005 -5.42457  0.41
6 O -5.74139 -2.94282 1.95453  -0.27
7 C -0.41715 2.12424 2.93101  -0.51
8 C -0.23382 -0.57544 3.47025  -1.04
9 C 4.96337 2.94127 4.36200  -0.54
10 C -1.42278 0.07602 3.77879  -0.62
11 H -1.78938 -3.11699 1.00641  0.28
12 O 3.32669 -0.11454 -3.80980  -0.32
13 O 3.96052 4.38527 2.83216  -0.50
14 H 5.15410 3.67499 5.13417  0.45
15 O -3.75973 -3.67313 0.60635  -0.39
16 O 2.68041 1.20373 -5.66113  -0.37
17 C 0.82853 0.10617 2.90187  -0.25
18 H 3.52912 0.03248 2.14195  0.62
19 O 6.07131 0.00427 2.83484  -0.52
20 H 3.86873 -0.85061 -5.68269  0.24
21 C -6.50351 -2.14099 2.86236  -0.30
22 H 4.30812 3.65106 -2.24706  0.31
23 H 5.17459 1.35997 -1.63036  0.29
24 H -6.75883 -4.05698 -1.89314  0.40
25 C 4.20651 1.73064 -1.29141  -0.77
26 C 1.56536 1.23577 -6.55318  -0.35
27 C -6.45560 -3.60248 -0.94861  -0.92
28 F 1.95502 2.03875 0.64360  -0.20
29 C -2.79447 2.13979 3.76517  0.90
30 H -1.10011 -5.34541 1.80514  0.39
31 H -4.45710 -3.08900 -1.59400  0.23
32 H -0.15146 -1.63458 3.68413  0.48
33 H 5.30897 1.17445 -5.39459  0.27
34 H -2.64390 -6.04183 1.28290  0.34
35 H -7.18387 -2.81769 3.37882  0.31
36 C 5.53671 0.25283 -4.86132  -0.93
37 H 1.73485 0.46776 -7.31227  0.33
38 H 3.53573 0.87079 -1.22694  0.26
39 H 2.34142 2.78221 -7.83011  0.29
40 C -5.34789 -2.60611 -1.19796  -0.19
41 H 4.31927 2.15190 -0.29341  0.26
42 O -3.44424 -2.20937 2.47284  -0.75
43 H -7.94794 -0.53823 2.83666  0.41
44 F -3.53776 2.15444 2.63451  -0.25
45 H 0.64087 0.98069 -6.03604  0.37
46 H 4.61881 -1.58203 -4.29295  0.34
47 H -2.23872 -0.47140 4.22567  0.39
48 H 1.42244 3.38974 -6.46539  0.29
49 P -4.37306 -2.32404 1.31593  1.14
50 C 3.66272 2.77305 -2.25060  -0.48
51 F -2.63951 3.38216 4.22066  -0.26
52 C 1.89406 2.27811 1.98922  0.91
53 H 5.94137 0.52448 -3.88667  0.18
54 C 3.27466 2.10109 2.60144  0.29
55 C 5.56991 1.75853 4.34479  -0.39
56 C 1.46239 2.59578 -7.21066  -1.14
57 H 2.66363 3.09541 -1.94655  0.32
58 O -5.02068 -1.78830 -0.06498  -0.38
59 H 0.57324 2.65829 -7.84015  0.39
60 C -1.48528 1.42996 3.47803  0.01
61 O 3.63335 2.29123 -3.59812  -0.24
62 C 0.77157 1.46808 2.62784  0.50
63 H -6.63098 -0.33528 1.67315  0.26
64 H -2.03068 -4.27293 -0.29502  0.34
65 O 1.20674 2.03167 -3.96592  -0.81
66 H 1.70722 -0.47865 2.66510  0.08
67 H -5.84400 -1.69741 3.61336  0.26
68 F 1.53688 3.58959 2.09770  -0.36
69 H -2.61106 -4.92681 2.63594  0.27
70 H 6.27900 1.45885 5.10825  0.43
71 F -3.53343 1.46154 4.66283  -0.28
72 H -6.13491 -4.40037 -0.28065  0.27
73 C -7.29558 -1.06598 2.14013  -0.96
74 C 3.91909 0.93724 2.58913  0.00
75 C -2.37000 -3.98863 0.70402  -0.26
76 C 5.27962 0.82496 3.21653  -0.17
77 H -5.67494 -1.90366 -1.96683  0.35
78 P 2.46379 1.23990 -4.03213  1.07
79 H -7.32215 -3.11987 -0.49733  0.17
80 C 4.03055 3.25159 3.22465  0.27

The calculation puts the HOMO-LUMO gap at 8.71 eV. As for the energy above the lowest of the compared OMol25 structures with the same formula, charge and spin: 0.000 eV. As for the energy: -80203.4971 eV. Its SMILES is O=C1C=CC(=O)C(C(F)(F)c2cccc(C(F)(F)F)c2)=C1.CCOP(=O)(OCC)OCC.CCOP(=O)(OCC)OCC. The HOMO energy is -10.1 eV. Its net charge is 0. As for the molecular weight: 666.5 g/mol.

=====

What is the net charge in the third record?
0

=====

What is the energy in the third record?
-80203.4971 eV